1.
92
Properties=species:S:1:pos:R:3:forces:R:3 method="wB97M-V/def2-TZVPD" e_above_lowest_kcal_mol=33.7 e_homo_ev=-8.75 homo_lumo_gap_ev=9.08 energy_ev=-48192.8515
C -3.37896 -3.03693 6.34967 0.280 -0.310 0.328
C -3.78620 -1.70452 5.73041 -0.044 -0.670 1.165
O -4.93828 -1.94434 4.98076 -0.947 -0.044 -0.660
H -4.20587 -3.67274 6.73711 0.036 1.061 0.243
H -2.66644 -2.84433 7.15322 0.122 -0.384 -0.078
H -2.98365 -3.72700 5.61102 0.633 0.241 -0.280
H -3.00249 -1.32474 5.07743 0.013 0.058 -0.043
H -3.96663 -0.95937 6.53994 0.035 -0.293 -0.493
H -5.34746 -2.73414 5.36834 -0.057 0.435 -0.325
C -4.36973 -8.45992 8.12907 -2.422 -1.786 2.493
C -4.05554 -9.86149 8.80056 0.918 1.168 -1.174
O -4.16737 -9.82231 10.20770 -0.516 -2.729 0.648
H -5.42213 -8.11054 8.40121 1.326 -0.403 -0.270
H -4.34081 -8.64512 7.10458 0.140 0.014 -1.920
H -3.66126 -7.71723 8.41819 0.593 0.434 0.292
H -2.99007 -10.00182 8.60699 0.147 -0.300 -0.369
H -4.57132 -10.75313 8.36282 -0.099 1.041 0.227
H -4.12585 -10.80093 10.47929 -0.111 2.376 -0.151
C -6.42296 -1.29508 7.91486 3.410 0.575 -0.968
C -7.58792 -1.46074 8.76433 2.232 -3.157 0.016
O -8.07168 -2.70808 8.27329 -2.355 1.322 0.195
H -5.72586 -2.10683 8.20171 -0.125 0.209 -0.445
H -5.86292 -0.39293 8.11439 0.209 0.623 0.190
H -6.52462 -1.32004 6.80403 -0.625 -0.096 0.946
H -8.21566 -0.69140 8.67305 -3.221 2.601 -0.520
H -7.29790 -1.53115 9.81857 -0.034 -0.086 0.034
H -7.52403 -3.36886 8.66568 0.835 -1.391 0.797
C -7.47685 -4.21901 4.06094 -0.015 2.048 -1.570
C -8.41166 -3.60967 3.01270 0.461 1.785 1.884
O -9.70817 -3.45282 3.72041 0.935 0.461 -0.947
H -6.50858 -4.44728 3.67323 0.692 0.039 -0.398
H -7.88431 -5.08732 4.38639 -1.193 -2.892 0.984
H -7.40341 -3.59019 4.92450 0.140 0.710 0.388
H -8.61665 -4.21842 2.19741 -0.074 -1.436 -1.443
H -7.96128 -2.65775 2.59280 -0.935 -0.660 0.774
H -10.21453 -2.73764 3.32448 -0.011 -0.001 -0.143
C -10.12621 -4.90992 6.69769 1.648 -4.311 6.390
O -9.74320 -5.52023 7.87393 -1.806 2.688 -5.226
N -10.70157 -5.61941 5.72054 -0.275 -1.524 0.096
N -9.94294 -3.64426 6.44843 1.592 2.295 2.071
H -11.05749 -6.57769 5.91153 0.519 1.482 -0.579
H -10.67176 -5.09574 4.86980 -0.820 -0.683 -0.989
H -9.37608 -3.19696 7.25258 -0.901 -0.541 -1.967
H -9.82234 -3.38171 5.47312 -0.046 0.344 0.368
C -5.86888 -2.80346 12.65629 0.995 -0.164 0.005
O -4.48719 -2.48687 12.65441 0.021 0.708 0.595
H -6.40723 -1.91497 12.48921 -0.827 1.047 0.263
H -6.17670 -3.39806 13.49805 -0.261 0.224 0.809
H -5.99192 -3.42020 11.82766 -0.856 -1.140 -1.688
H -4.10857 -3.35254 12.65182 1.033 -0.613 0.020
C -9.02385 -3.41259 11.65079 1.352 -2.400 -0.691
O -9.70275 -3.25946 10.43583 -2.275 0.081 1.167
H -9.50695 -4.08676 12.39474 -0.393 0.524 -0.930
H -8.68163 -2.57186 12.19942 -0.085 1.453 0.216
H -8.13252 -3.96697 11.32461 0.409 -0.055 0.794
H -9.25941 -2.69930 9.81293 0.605 0.111 -0.296
C -4.47575 -6.30458 5.36291 -1.769 1.277 -1.189
O -3.90231 -7.37876 4.66653 0.390 -0.553 0.676
H -3.90903 -5.83857 6.18705 0.098 -0.569 -0.379
H -5.48832 -6.58238 5.71515 0.656 -0.211 0.050
H -4.70056 -5.54120 4.56922 0.297 0.056 0.933
H -2.96952 -7.18124 4.60809 0.366 -0.190 -0.238
C -8.04252 -8.44265 5.99164 -0.077 -1.111 -0.233
O -8.25349 -7.41977 5.05674 0.160 0.287 -0.362
H -8.12832 -8.12893 6.99850 0.009 0.753 1.194
H -7.05564 -8.88599 5.86812 0.134 0.211 -0.265
H -8.75673 -9.26703 5.90414 -0.143 -0.038 -0.336
H -8.99410 -6.87302 5.34637 0.027 -0.037 0.139
C -2.92374 -4.14538 9.69311 0.839 0.970 3.076
O -4.11707 -3.44696 9.86017 -1.001 -0.827 -0.420
H -3.00398 -4.96011 9.07129 -0.890 -2.262 -1.054
H -2.54573 -4.41407 10.72121 0.038 -0.071 -1.218
H -2.24407 -3.54955 9.17323 1.550 1.195 -0.449
H -3.98265 -2.52038 9.96732 0.181 0.928 0.332
C -6.26991 -5.11050 7.91081 0.980 3.057 0.359
O -6.32991 -4.59572 9.24624 0.977 0.681 0.278
H -7.00154 -5.79620 7.85577 -2.512 -2.706 -0.450
H -5.32851 -5.52641 7.76536 1.591 -0.955 -0.435
H -6.47295 -4.38452 7.06855 0.242 -0.120 1.010
H -5.39839 -4.33771 9.60108 -2.120 -0.140 -1.053
C -9.32100 -7.25307 10.47677 -0.850 2.024 -0.040
O -8.01526 -6.97561 10.05613 0.931 -4.184 1.302
H -9.98080 -7.12287 9.64068 -0.563 -0.409 -0.629
H -9.63925 -6.41503 11.12845 -0.052 -0.723 0.400
H -9.46019 -8.22265 10.92627 0.446 -0.236 0.230
H -7.98193 -6.12822 9.74521 0.004 3.542 -1.300
C -5.35726 -7.19637 11.90272 2.371 2.316 -0.971
O -4.36593 -8.13339 12.31330 -0.816 0.262 -0.314
H -5.36215 -6.32052 12.57160 -0.306 -0.676 0.465
H -6.33025 -7.55642 11.69798 -0.953 -0.607 0.043
H -4.99846 -6.64929 10.96069 -0.525 -0.916 0.582
H -4.29753 -8.70623 11.52946 0.289 -0.107 0.432

***

2.
97
Properties=species:S:1:pos:R:3:forces:R:3 method="wB97M-V/def2-TZVPD" e_homo_ev=-9.73 homo_lumo_gap_ev=10.09 energy_ev=-59549.4392
O 10.76953 6.09759 7.62912 -0.442 0.345 0.067
H 11.26369 5.61331 8.27951 0.714 -0.660 0.186
H 10.27294 6.67343 8.22233 -0.202 0.407 -0.331
O 13.43796 7.98746 8.65783 1.380 0.079 -0.512
H 12.52364 8.18981 8.47524 -0.484 -0.075 0.151
H 13.52519 7.84242 9.61523 -0.749 0.105 -0.091
O 10.22004 8.12479 9.80507 -1.293 1.888 0.931
H 9.54789 7.52004 10.17060 0.006 -0.367 0.166
H 9.80288 9.02114 10.09569 0.756 -1.266 -1.130
O 10.71644 6.72989 12.88710 -0.439 -0.685 1.523
H 11.47674 6.84686 12.30601 0.768 0.008 0.125
H 10.94743 6.30721 13.75065 0.134 0.594 -1.414
O 15.81834 9.59085 8.43797 1.000 -0.260 -0.025
H 14.92831 9.25178 8.39066 -1.494 -0.195 0.022
H 16.29628 8.75302 8.37054 0.387 0.298 0.026
C 14.36152 8.88241 12.45745 -0.677 -0.701 -0.394
C 12.91905 9.12316 11.94420 0.372 -1.056 0.271
C 12.61689 10.37961 11.23952 0.257 0.183 -1.446
O 12.51693 7.98789 11.14313 -1.515 0.236 0.102
H 14.67961 9.64214 13.19618 -0.105 -0.284 -0.632
H 15.10156 8.73923 11.62632 -0.628 0.473 0.690
H 14.27184 7.91047 12.97339 0.409 0.321 -0.026
H 12.22756 9.11280 12.76429 -0.038 -0.072 1.162
H 13.08329 11.15744 11.77594 0.665 1.286 0.468
H 11.55903 10.59409 11.26269 -0.347 -0.045 -0.271
H 12.99387 10.36364 10.20038 -0.116 0.133 0.386
H 11.54652 8.18870 10.82725 2.037 -0.633 0.056
C 10.76370 14.99773 10.60070 1.816 0.430 -0.606
C 11.57178 14.38188 9.46010 -0.550 1.840 1.194
O 11.43200 12.99612 9.47654 -0.158 -0.047 -0.015
O 11.22779 14.61901 11.90573 -0.546 0.223 -0.890
H 9.78577 14.70713 10.40854 -2.241 -0.698 0.284
H 10.80886 16.08134 10.52698 0.091 0.211 -0.178
H 12.57645 14.72946 9.64574 0.773 -0.299 -0.331
H 11.20474 14.87919 8.54446 0.122 -0.404 0.042
H 12.24573 12.69567 9.08428 0.542 -0.726 -0.325
H 10.54242 14.99390 12.50567 0.413 -0.527 0.210
C 15.77320 12.19813 6.13740 -0.287 1.559 1.247
C 14.40876 12.22198 6.76687 -0.313 0.223 -0.656
O 14.37932 13.21288 7.76389 0.354 -0.590 1.344
O 16.79794 11.98672 7.08301 0.296 0.755 0.183
H 15.86731 13.22648 5.76853 0.572 -0.431 -0.461
H 15.81889 11.43515 5.43250 0.052 -1.053 -1.890
H 14.13596 11.23818 7.13457 -0.218 -0.285 0.287
H 13.68803 12.52736 6.00490 -0.077 -0.183 -0.009
H 15.05807 12.88358 8.40015 -0.533 0.736 -0.168
H 16.55450 11.20557 7.57117 -0.015 -0.833 0.316
C 8.28524 11.29302 8.99795 -1.348 -1.300 0.685
C 6.89913 11.77270 9.35866 1.551 1.429 0.561
O 7.14037 12.86301 10.29145 0.095 -0.428 -0.835
O 8.87378 10.65502 10.10446 0.397 -0.755 0.601
H 8.87069 12.13736 8.72270 0.564 0.513 -0.815
H 8.12898 10.50438 8.26596 0.582 0.201 -0.619
H 6.25132 10.99952 9.74817 -0.171 -0.164 0.123
H 6.48319 12.23214 8.50035 -0.818 0.192 -1.036
H 6.62694 12.69084 11.05460 -0.837 0.020 1.256
H 9.25659 11.28746 10.73698 0.041 0.342 0.113
C 8.10747 7.85844 12.26158 -2.960 0.790 -0.965
C 6.87873 8.54493 11.43538 2.290 -0.499 1.215
O 6.69054 9.79823 12.02257 -0.811 0.780 0.697
O 8.43214 6.66302 11.58676 -0.153 0.280 -0.202
H 7.77250 7.66198 13.32864 0.583 0.421 -1.143
H 8.88713 8.63804 12.17255 -0.089 -0.480 0.502
H 5.95472 8.02463 11.32242 -0.671 -0.824 0.767
H 7.18938 8.67414 10.42481 0.733 0.004 -0.958
H 6.97980 10.46968 11.40668 0.424 0.013 -0.086
H 9.21130 6.34847 12.05477 0.525 -0.389 0.135
C 8.56606 13.56804 13.68549 0.679 0.287 0.912
C 9.22598 12.21708 13.44327 -1.131 0.761 -2.168
O 9.94543 12.11953 12.20699 -0.285 -0.218 -0.068
O 9.50856 14.66550 13.82889 -0.377 -0.593 0.136
H 8.03075 13.49658 14.64275 -0.200 -0.065 -0.290
H 7.89823 13.87206 12.90347 -0.338 -0.011 -0.456
H 8.37622 11.50841 13.29389 0.819 0.071 0.769
H 9.89400 12.02158 14.24652 0.375 -0.673 0.969
H 10.51724 12.88152 12.00321 -0.035 0.131 0.399
H 10.16516 14.34357 14.45714 0.192 0.229 0.254
C 17.20605 12.14129 10.74316 -0.531 0.839 -2.417
C 17.07572 13.65758 10.74759 -1.528 0.128 0.683
O 16.17856 14.12585 11.77134 -1.249 -0.726 0.011
O 15.88864 11.64995 10.44363 0.130 0.031 -0.281
H 17.48282 11.69965 11.65962 0.763 -0.150 1.207
H 17.91560 11.87596 9.90655 -0.497 0.068 0.888
H 16.66079 14.02692 9.80064 0.392 -0.434 -0.230
H 17.98966 14.17850 10.94000 0.758 0.108 0.096
H 15.25635 13.73076 11.67544 1.882 0.484 0.073
H 15.99753 10.93745 9.80413 -0.264 -0.333 0.021
C 13.58888 14.15900 15.57424 1.290 -1.635 -0.213
C 13.35344 14.65508 14.20429 -0.866 1.131 0.285
O 13.41287 13.66330 13.24268 0.142 -0.550 -1.080
O 12.67391 13.11312 15.85860 -0.274 0.261 0.609
H 13.47630 15.02386 16.19092 -0.381 0.243 1.019
H 14.66089 13.78150 15.70296 -1.223 0.454 -0.253
H 14.04243 15.47604 14.10994 0.576 0.490 -0.838
H 12.32806 15.06556 14.11719 0.346 0.299 0.561
H 12.75671 13.97492 12.58650 0.312 -0.552 -0.105
H 12.55000 12.65749 15.01975 0.148 -0.181 -0.130